P.
Molecular formula: C7H17NO
Method: DFT, ωB97M-V/def2-TZVPD

Each atom is followed by the atoms it is bonded to, with distances in Å.
Element x y z (Å)
1 C 0.394 0.041 -2.037  C2 1.492, C4 1.338, H5 1.081
2 C 1.847 0.035 -2.376  C1 1.492, H7 1.087, H8 1.084, H9 1.090
3 C 1.404 0.681 1.183  H10 1.086, H11 1.090, H12 1.090, C18 1.662
4 C -0.389 1.121 -2.135  C1 1.338, H13 1.079, H14 1.080
5 H -0.036 -0.921 -1.797  C1 1.081
6 H -0.600 1.612 -0.284  O19 1.025
7 H 2.425 -0.502 -1.629  C2 1.087
8 H 2.232 1.044 -2.462  C2 1.084
9 H 1.987 -0.458 -3.337  C2 1.090
10 H 1.720 0.863 0.161  C3 1.086
11 H 1.709 1.544 1.776  C3 1.090
12 H 1.975 -0.156 1.583  C3 1.090
13 H -1.464 1.029 -2.141  C4 1.079
14 H 0.004 2.056 -2.507  C4 1.080
15 C -2.197 -0.659 0.703  N17 1.449, H23 1.092, H24 1.087, H25 1.099
16 C -0.360 -1.739 1.815  N17 1.445, H21 1.089, H22 1.100, H26 1.092
17 N -0.781 -0.617 1.008  C15 1.449, C16 1.445, C18 1.438
18 C -0.245 0.662 1.389  C3 1.662, N17 1.438, O19 1.370, H20 1.103
19 O -0.814 1.710 0.714  H6 1.025, C18 1.370
20 H -0.386 0.851 2.467  C18 1.103
21 H 0.716 -1.761 1.982  C16 1.089
22 H -0.845 -1.748 2.802  C16 1.100
23 H -2.376 -1.475 0.001  C15 1.092
24 H -2.520 0.270 0.240  C15 1.087
25 H -2.800 -0.824 1.606  C15 1.099
26 H -0.600 -2.657 1.274  C16 1.092

gap between HOMO and LUMO: 9.079 eV
SMILES: C[C@@H](O)N(C)C.C=CC


Q.
Molecular formula: C7H17NO
Method: DFT, ωB97M-V/def2-TZVPD

Each atom is followed by the atoms it is bonded to, with distances in Å.
Element x y z (Å)
1 C 0.285 0.845 1.410  C3 1.509, C4 1.507, H7 1.093
2 C -0.344 -1.880 0.601  C5 1.506, H8 1.091, H9 1.091, H10 1.091
3 C 0.950 2.031 0.754  C1 1.509, H11 1.093, H13 1.095, H14 1.096
4 C 1.141 0.166 2.448  C1 1.507, H12 1.090, H15 1.097, H16 1.094
5 C 0.323 -0.705 -0.064  C2 1.506, O6 1.230, H23 1.174
6 O 1.438 -0.741 -0.585  C5 1.230
7 H -0.736 1.034 1.751  C1 1.093
8 H -0.516 -2.664 -0.139  C2 1.091
9 H 0.320 -2.291 1.362  C2 1.091
10 H -1.295 -1.605 1.060  C2 1.091
11 H 0.268 2.590 0.109  C3 1.093
12 H 0.617 -0.643 2.957  C4 1.090
13 H 1.799 1.683 0.156  C3 1.095
14 H 1.339 2.733 1.501  C3 1.096
15 H 1.455 0.886 3.214  C4 1.097
16 H 2.047 -0.238 1.988  C4 1.094
17 C -0.968 0.187 -1.557  C18 1.504, N19 1.395, H22 1.090
18 C -1.679 -1.031 -2.079  C17 1.504, H24 1.093, H25 1.095, H26 1.090
19 N -0.024 0.733 -2.427  C17 1.395, H20 1.019, H21 1.011
20 H 0.760 0.096 -2.565  N19 1.019
21 H 0.348 1.617 -2.107  N19 1.011
22 H -1.636 0.939 -1.138  C17 1.090
23 H -0.307 0.281 0.026  C5 1.174
24 H -0.965 -1.806 -2.368  C18 1.093
25 H -2.258 -0.768 -2.969  C18 1.095
26 H -2.360 -1.448 -1.337  C18 1.090

gap between HOMO and LUMO: 7.890 eV


Which structure above is the least stable? It is Q.